{"formula": "C43H32IN6O2Ru", "method": "the ωB97M-V functional and the def2-TZVPD basis", "elements": ["Ru", "C", "C", "C", "C", "N", "C", "N", "C", "N", "C", "N", "C", "C", "C", "C", "C", "N", "C", "C", "C", "C", "C", "C", "H", "H", "H", "H", "H", "H", "H", "H", "H", "H", "H", "H", "I", "C", "C", "C", "C", "C", "C", "C", "C", "C", "C", "H", "H", "H", "H", "H", "H", "C", "C", "C", "C", "C", "C", "N", "C", "C", "C", "C", "C", "C", "C", "O", "O", "C", "C", "H", "H", "H", "H", "H", "H", "H", "H", "H", "H", "H", "H", "H", "H"], "positions_angstrom": [[0.005, -0.271, 0.277], [-1.867, 0.745, -3.665], [-3.093, 1.349, -3.389], [-3.362, 1.656, -2.086], [-2.438, 1.360, -1.065], [-1.292, 0.696, -1.314], [-1.038, 0.437, -2.623], [-2.798, 1.857, 0.155], [-1.999, 1.930, 1.151], [-0.730, 1.415, 1.341], [-0.367, 1.717, 2.641], [0.658, 1.391, 3.337], [1.663, 0.587, 2.888], [2.758, 0.484, 3.769], [3.844, -0.280, 3.449], [3.817, -0.981, 2.244], [2.716, -0.871, 1.445], [1.654, -0.068, 1.716], [-1.411, 2.543, 3.271], [-1.482, 3.120, 4.525], [-2.636, 3.837, 4.816], [-3.666, 3.964, 3.883], [-3.579, 3.377, 2.626], [-2.427, 2.665, 2.354], [-1.561, 0.491, -4.669], [-3.799, 1.579, -4.176], [-4.265, 2.160, -1.777], [-0.122, -0.065, -2.859], [2.685, 1.045, 4.688], [4.690, -0.349, 4.119], [4.625, -1.623, 1.931], [2.661, -1.471, 0.552], [-0.677, 3.012, 5.238], [-2.742, 4.308, 5.784], [-4.549, 4.532, 4.147], [-4.368, 3.467, 1.893], [2.045, 0.384, -1.417], [1.826, -1.507, -2.303], [2.770, -1.937, -3.185], [2.525, -3.114, -3.925], [1.328, -3.755, -3.801], [0.335, -3.298, -2.899], [-0.929, -3.930, -2.825], [-1.875, -3.479, -1.954], [-1.591, -2.401, -1.085], [-0.382, -1.766, -1.121], [0.600, -2.178, -2.067], [3.683, -1.379, -3.343], [3.276, -3.472, -4.616], [1.112, -4.630, -4.400], [-1.129, -4.772, -3.476], [-2.848, -3.949, -1.910], [-2.356, -2.082, -0.390], [4.729, -5.616, -0.535], [3.299, -5.429, -0.106], [2.271, -5.811, -0.957], [0.949, -5.683, -0.561], [0.642, -5.154, 0.676], [1.663, -4.752, 1.534], [1.367, -4.279, 2.833], [0.086, -4.066, 3.339], [-0.283, -4.786, 4.482], [-1.520, -4.634, 5.071], [-2.456, -3.757, 4.529], [-2.103, -3.013, 3.428], [-0.838, -3.136, 2.829], [-0.533, -2.144, 1.803], [0.519, -2.130, 1.081], [-1.313, -1.155, 1.592], [3.002, -4.895, 1.156], [4.126, -4.561, 2.100], [4.777, -6.060, -1.528], [5.272, -6.269, 0.152], [5.270, -4.667, -0.566], [2.511, -6.235, -1.924], [0.150, -6.018, -1.208], [-0.391, -5.081, 0.994], [1.989, -4.647, 3.535], [0.423, -5.500, 4.889], [-1.766, -5.219, 5.947], [-3.436, -3.650, 4.972], [-2.793, -2.291, 3.014], [3.820, -3.898, 2.908], [4.949, -4.071, 1.578], [4.545, -5.468, 2.547]], "mulliken_charge": [-0.77, -1.17, -0.58, -0.51, 0.22, 0.50, 0.03, -0.56, 0.08, -0.25, 0.08, -0.53, 0.23, -0.44, -0.75, -1.06, 0.09, 0.55, 0.27, -0.19, -0.66, -0.67, -0.18, 0.26, 0.50, 0.44, 0.53, 0.41, 0.57, 0.44, 0.64, -0.02, 0.56, 0.42, 0.42, 0.56, 0.13, 0.12, -0.68, -0.86, -0.87, 1.04, -0.99, -1.38, -0.88, 1.76, 0.83, 0.48, 0.46, 0.47, 0.48, 0.46, 0.57, -1.83, 1.23, -0.87, -0.98, -0.45, -0.31, 0.13, 0.06, -0.90, -0.61, -0.99, -0.80, 0.29, 1.35, 0.19, -0.65, 1.67, -2.23, 0.41, 0.35, 0.35, 0.38, 0.50, 0.48, 0.46, 0.49, 0.43, 0.46, 0.48, 0.44, 0.48, 0.38], "largest_force_ev_per_a": 0.69, "energy_ha": -2529.25142, "orbital_gap_ev": 6.468, "total_charge": 1, "molar_mass_g_mol": 892.74, "e_above_lowest_kj_mol": 29.5}

{"formula": "C29H30F41N2O5", "method": "the ωB97M-V functional and the def2-TZVPD basis", "elements": ["C", "C", "F", "C", "N", "C", "N", "H", "H", "H", "H", "H", "H", "H", "H", "H", "H", "C", "C", "C", "F", "F", "F", "F", "O", "C", "C", "F", "F", "F", "F", "H", "H", "H", "H", "C", "C", "C", "F", "F", "F", "F", "O", "C", "C", "F", "F", "F", "F", "H", "H", "H", "H", "C", "C", "C", "F", "F", "F", "F", "O", "C", "C", "F", "F", "F", "F", "H", "H", "H", "H", "C", "C", "C", "F", "F", "F", "F", "O", "C", "C", "F", "F", "F", "F", "H", "H", "H", "H", "C", "C", "C", "F", "F", "F", "F", "O", "C", "C", "F", "F", "F", "F", "H", "H", "H", "H"], "positions_angstrom": [[3.381, 1.672, 2.788], [2.109, 2.084, 2.036], [1.153, 2.508, 2.996], [1.567, 0.967, 1.149], [0.316, 1.164, 0.481], [-0.832, 0.924, 1.288], [-1.657, 2.141, 1.606], [4.166, 2.426, 2.675], [3.777, 0.725, 2.416], [3.175, 1.590, 3.855], [2.341, 2.944, 1.400], [2.332, 0.853, 0.366], [1.607, 0.019, 1.734], [-1.517, 0.242, 0.757], [-0.566, 0.447, 2.246], [-1.497, 2.417, 2.570], [-1.250, 2.863, 1.014], [3.868, 0.137, -3.792], [3.670, 0.755, -2.405], [3.320, 2.242, -2.339], [4.324, 2.990, -2.878], [3.136, 2.598, -1.062], [4.742, 0.485, -1.617], [2.598, 0.106, -1.896], [5.188, -0.027, -4.285], [5.838, 0.955, -4.949], [7.085, 1.439, -4.203], [6.776, 1.888, -2.978], [7.632, 2.463, -4.919], [5.041, 1.990, -5.288], [6.312, 0.422, -6.116], [3.507, -0.882, -3.676], [3.218, 0.608, -4.530], [2.390, 2.436, -2.882], [7.810, 0.626, -4.127], [-3.978, -0.601, 3.647], [-5.410, -0.784, 3.138], [-6.419, -1.394, 4.105], [-6.057, -2.648, 4.464], [-7.629, -1.475, 3.490], [-5.424, -1.462, 1.965], [-5.889, 0.472, 2.889], [-3.038, -1.586, 3.304], [-2.836, -2.715, 4.025], [-3.147, -3.985, 3.223], [-4.420, -3.993, 2.775], [-2.979, -5.055, 4.048], [-3.495, -2.715, 5.213], [-1.513, -2.792, 4.301], [-3.610, 0.295, 3.143], [-3.965, -0.382, 4.716], [-6.507, -0.779, 5.001], [-2.460, -4.065, 2.384], [-7.463, -1.909, 9.893], [-7.158, -1.423, 8.474], [-5.908, -0.568, 8.268], [-5.974, 0.580, 8.972], [-5.829, -0.259, 6.949], [-8.235, -0.799, 7.949], [-6.931, -2.549, 7.737], [-8.406, -1.182, 10.650], [-8.056, -0.102, 11.406], [-8.730, 1.185, 10.916], [-8.428, 1.420, 9.626], [-8.278, 2.218, 11.665], [-6.720, 0.050, 11.508], [-8.538, -0.314, 12.656], [-7.937, -2.877, 9.748], [-6.546, -2.090, 10.456], [-5.008, -1.119, 8.551], [-9.813, 1.099, 11.028], [7.764, 2.135, -8.864], [8.616, 3.322, -8.409], [7.912, 4.461, -7.670], [6.970, 5.032, -8.452], [8.838, 5.399, -7.362], [9.330, 3.813, -9.449], [9.506, 2.815, -7.506], [7.333, 2.100, -10.208], [6.189, 2.717, -10.621], [6.475, 3.831, -11.636], [7.319, 4.746, -11.122], [5.307, 4.443, -11.945], [5.438, 3.165, -9.598], [5.455, 1.795, -11.295], [8.430, 1.278, -8.787], [6.943, 1.946, -8.171], [7.455, 4.093, -6.747], [6.911, 3.401, -12.540], [-2.329, -4.541, -2.469], [-2.377, -4.105, -0.996], [-2.708, -2.642, -0.671], [-1.818, -1.801, -1.221], [-2.655, -2.500, 0.672], [-1.236, -4.474, -0.376], [-3.394, -4.825, -0.428], [-1.062, -4.626, -3.112], [-0.468, -3.555, -3.731], [0.851, -3.140, -3.058], [0.665, -2.886, -1.758], [1.285, -1.999, -3.654], [-1.307, -2.509, -3.854], [-0.135, -3.949, -4.986], [-2.673, -5.573, -2.451], [-3.046, -3.982, -3.070], [-3.709, -2.376, -1.022], [1.603, -3.926, -3.155]], "mulliken_charge": [-1.37, 0.92, -0.38, -0.65, -0.51, -0.29, -0.80, 0.30, 0.34, 0.39, 0.01, 0.11, 0.22, -0.02, 0.07, 0.26, 0.42, -0.86, 1.05, 0.06, -0.23, -0.19, -0.33, -0.24, -0.41, 0.86, 0.14, -0.21, -0.23, -0.31, -0.36, 0.29, 0.38, 0.29, 0.23, -0.83, 0.95, 0.37, -0.20, -0.32, -0.25, -0.35, -0.21, 0.88, 0.46, -0.21, -0.32, -0.31, -0.32, 0.26, 0.42, 0.04, 0.03, -0.91, 1.04, 0.06, -0.23, -0.26, -0.29, -0.30, -0.40, 0.81, 0.18, -0.20, -0.26, -0.29, -0.31, 0.42, 0.35, 0.31, 0.24, -0.87, 0.87, 0.30, -0.24, -0.28, -0.29, -0.31, -0.44, 0.87, 0.16, -0.22, -0.26, -0.27, -0.31, 0.44, 0.50, 0.11, 0.24, -0.98, 1.13, -0.04, -0.20, -0.09, -0.29, -0.33, -0.41, 0.84, 0.16, -0.17, -0.23, -0.28, -0.32, 0.42, 0.34, 0.25, 0.22], "largest_force_ev_per_a": 0.94, "energy_ha": -5703.26614, "orbital_gap_ev": 3.738, "total_charge": -1, "molar_mass_g_mol": 1265.49}